The following is a quantum chemistry calculation of a cluster of 2 separate species, C3H4NO3S in total, from OMol25.

```
12
Properties=species:S:1:pos:R:3:forces:R:3
C -2.18319 -1.07018 -0.33030 -0.765 0.326 -1.038
C 1.63729 -0.32604 -0.02963 -0.480 0.569 -2.771
C 0.45211 0.25507 0.59037 1.404 -2.872 1.427
N 0.01499 1.30283 0.04596 -4.117 3.687 0.405
O -1.82072 -0.72353 -1.36482 0.469 -0.115 0.417
O -1.05344 1.84245 0.60214 0.145 -0.231 -0.281
O 0.44997 1.87162 -0.98552 0.951 0.166 -0.726
S -2.98317 -1.60442 0.90669 0.280 -0.115 0.543
H 2.52046 -0.31692 0.56166 0.981 0.050 0.478
H 1.40822 -1.33731 -0.34755 0.305 -0.558 -0.134
H 1.71359 0.34425 -0.99904 0.499 -1.457 1.783
H -0.15609 -0.23780 1.35004 0.327 0.550 -0.102
```
Positions in Å, forces in eV/Å.

## Properties
Charge ... -1
Relative energy (zero: lowest compared OMol25 entry of this formula, charge and spin) ... 3.936 eV
E ... -795.30723 a.u.
Frontier orbital gap ... 0.2179 hartree